[1]
{
  "formula": "C5H14S",
  "method": "ωB97M-V/def2-TZVPD",
  "symbols": ["C", "C", "C", "H", "H", "H", "H", "H", "H", "H", "H", "C", "C", "S", "H", "H", "H", "H", "H", "H"],
  "coordinates": [[-1.14439, 1.88357, -1.13124], [-1.16133, 3.38112, -1.43037], [-2.55246, 1.64558, -0.71457], [-0.45512, 1.62466, -0.32395], [-0.69900, 1.29964, -1.98018], [-1.73809, 3.82804, -0.61488], [-0.16007, 3.84205, -1.38344], [-2.93057, 0.58497, -1.01900], [-1.64774, 3.58476, -2.37154], [-3.29171, 2.38647, -1.19526], [-2.80947, 1.81071, 0.32728], [1.64164, -3.61499, 0.27963], [2.35052, -2.14295, 2.25884], [2.75759, -2.02016, 0.52259], [1.22866, -3.71804, -0.72661], [2.43884, -4.26711, 0.57721], [1.03624, -3.93149, 1.18039], [2.92651, -1.30493, 2.62520], [2.91238, -2.97765, 2.58695], [1.29757, -1.89423, 2.53296]],
  "forces_ev_per_angstrom": [[1.1, 0.5, -0.4], [1.5, 0.3, 1.0], [-3.4, -2.1, -1.5], [0.0, 0.3, 0.2], [-1.1, 0.4, 0.4], [0.1, 0.3, -0.3], [-0.3, -0.1, -0.4], [0.5, 1.7, 0.7], [-0.1, 0.1, -0.3], [1.1, -1.2, 0.1], [0.6, -0.2, 0.4], [1.4, 0.5, 1.2], [0.6, 2.7, -0.1], [-2.7, -1.5, -0.6], [0.1, -0.2, 0.5], [0.6, -1.2, -1.2], [-0.5, 1.6, -1.3], [0.2, 0.4, 0.7], [-0.5, -1.3, 1.0], [0.8, -1.0, -0.3]],
  "lumo_energy_ev": 0.89,
  "smiles": "CCC.CSC",
  "e_above_lowest_kj_mol": 195.9,
  "spin_multiplicity": 1,
  "charge": 0
}

=====

[2]
{
  "formula": "C4H7NO2",
  "method": "ωB97M-V/def2-TZVPD",
  "symbols": ["O", "N", "C", "C", "C", "C", "O", "H", "H", "H", "H", "H", "H", "H"],
  "coordinates": [[2.37510, 1.10038, 0.51561], [2.31554, -0.02254, -0.29734], [1.14107, -0.47466, -0.34448], [0.21430, -1.41624, -0.92984], [-0.26970, -0.29736, 0.03349], [-0.95365, 0.88373, -0.55891], [-1.71589, 1.60423, 0.03891], [3.30728, 1.35055, 0.46876], [0.17440, -2.43296, -0.54710], [-0.03878, -1.31310, -1.98453], [-0.58635, -0.58101, 1.03434], [-2.80815, -0.02329, 2.37763], [-0.69709, 1.07872, -1.62336], [-2.59174, 0.49243, 1.88478]],
  "forces_ev_per_angstrom": [[0.2, 0.3, 0.1], [-0.5, -0.4, -0.2], [0.3, 0.1, -0.1], [0.1, -0.1, -0.1], [-0.1, 0.1, 0.2], [-0.2, 0.2, 0.2], [0.3, -0.3, -0.3], [-0.2, 0.0, 0.0], [0.0, 0.2, 0.0], [0.1, 0.0, 0.2], [0.1, 0.1, -0.2], [0.0, 0.0, 0.0], [0.0, 0.0, 0.1], [-0.1, -0.1, 0.1]],
  "lumo_energy_ev": 0.74,
  "smiles": "O=C[C@H]1C/C1=N/O.[H][H]",
  "e_above_lowest_kj_mol": 488.0,
  "spin_multiplicity": 1,
  "charge": 0
}

=====

[3]
{
  "formula": "C28H37ClN5O7",
  "method": "ωB97M-V/def2-TZVPD",
  "symbols": ["Cl", "O", "O", "O", "O", "N", "C", "C", "C", "C", "C", "H", "H", "H", "H", "H", "N", "C", "C", "C", "C", "C", "H", "H", "H", "H", "H", "N", "C", "C", "C", "C", "C", "H", "H", "H", "H", "H", "N", "C", "C", "C", "C", "C", "H", "H", "H", "H", "H", "N", "C", "C", "C", "C", "C", "H", "H", "H", "H", "H", "C", "O", "H", "H", "H", "H", "C", "O", "H", "H", "H", "H", "C", "O", "H", "H", "H", "H"],
  "coordinates": [[0.02772, -0.05238, 0.55827], [-1.03286, 0.55605, 1.29688], [1.21568, 0.76289, 0.68531], [0.21543, -1.34590, 1.10967], [-0.32132, -0.08371, -0.83955], [6.34594, -0.91801, -1.49684], [5.72942, -0.33554, -0.44122], [4.40379, -0.47387, -0.13418], [3.61386, -1.22938, -0.99916], [4.20784, -1.84104, -2.07968], [5.56968, -1.64582, -2.28944], [6.35724, 0.32928, 0.14259], [3.97489, 0.01036, 0.73204], [2.53674, -1.24980, -0.88306], [3.63880, -2.46040, -2.76085], [6.09159, -2.03100, -3.16079], [0.30116, -3.89348, -3.87560], [-0.44286, -3.19587, -2.98560], [-1.33799, -2.20038, -3.33960], [-1.53151, -1.97252, -4.68034], [-0.76794, -2.64184, -5.60872], [0.08883, -3.64961, -5.16914], [-0.27469, -3.53153, -1.97166], [-1.89772, -1.70565, -2.55818], [-2.21962, -1.19323, -4.98952], [-0.87951, -2.48396, -6.67444], [0.64668, -4.18891, -5.92580], [-2.35759, 2.85072, -3.49780], [-1.51851, 1.88411, -3.88752], [-1.37842, 1.61057, -5.24404], [-1.97986, 2.40502, -6.20109], [-2.78807, 3.45418, -5.78452], [-2.90344, 3.64810, -4.41671], [-1.00990, 1.34807, -3.09433], [-0.70957, 0.81638, -5.55541], [-1.69968, 2.18916, -7.22449], [-3.20751, 4.16178, -6.48595], [-3.52994, 4.45489, -4.05460], [3.21755, 0.72120, 6.69791], [1.99000, 0.33931, 6.33996], [1.62187, 0.06807, 5.02630], [2.59510, 0.19301, 4.04522], [3.82679, 0.75548, 4.36291], [4.08441, 0.97152, 5.70358], [1.33125, 0.10142, 7.16793], [0.65585, -0.35421, 4.78652], [2.33109, -0.04332, 3.01996], [4.52809, 0.89854, 3.55318], [5.03431, 1.35430, 6.06002], [-2.73006, -1.72299, 4.47171], [-1.62476, -2.33453, 4.02375], [-1.19996, -3.59334, 4.43767], [-2.02282, -4.34456, 5.29571], [-3.18037, -3.73121, 5.69208], [-3.49068, -2.43981, 5.29609], [-0.92256, -1.87866, 3.33291], [-0.33341, -4.04101, 3.97042], [-1.80298, -5.37078, 5.55466], [-3.83402, -4.25438, 6.38356], [-4.41626, -2.00215, 5.64882], [-4.12537, 0.31843, -1.72560], [-3.21561, 0.72701, -0.74252], [-5.10596, 0.74800, -1.52609], [-3.82791, 0.62130, -2.74333], [-4.16817, -0.78236, -1.76119], [-2.35189, 0.31739, -0.89461], [0.27255, 3.29008, 3.21817], [-0.98676, 3.61513, 2.62469], [0.70142, 4.16273, 3.72611], [0.31969, 2.42138, 3.87523], [0.96441, 3.06480, 2.39197], [-0.98043, 4.57460, 2.64377], [-0.38422, 3.60317, -0.92789], [-1.79694, 3.49621, -0.70418], [0.11224, 2.64190, -1.08127], [-0.27489, 4.28965, -1.77430], [0.09180, 4.04437, -0.05045], [-2.07919, 3.39660, -1.63432]],
  "forces_ev_per_angstrom": [[-0.9, 2.5, 1.2], [-0.3, 0.3, 0.0], [0.6, -0.4, 0.0], [1.0, -1.8, -0.2], [-0.2, -0.7, -1.0], [-0.6, 0.5, 0.6], [1.1, 0.0, -0.4], [-0.6, -0.2, -0.2], [-0.3, 0.3, 0.1], [0.2, -0.2, -0.3], [0.4, 0.1, 0.0], [0.1, -0.2, 0.2], [-0.1, 0.1, -0.1], [0.0, -0.2, 0.3], [-0.1, 0.1, -0.1], [-0.2, -0.3, 0.0], [-0.7, -0.1, -0.1], [0.9, -0.8, -0.6], [0.0, -0.8, 0.7], [-0.1, 1.1, -0.3], [-0.1, -0.9, -0.3], [0.0, 1.0, 0.2], [-0.1, 0.5, 0.2], [0.0, 0.2, -0.1], [-0.1, -0.1, -0.1], [-0.1, 0.1, 0.0], [0.2, -0.3, 0.3], [0.6, 0.6, 0.1], [-1.1, 0.4, -0.5], [0.9, -0.4, 0.3], [0.2, -0.1, 0.2], [0.7, 0.0, -0.2], [-0.6, -0.5, 0.0], [0.0, -0.2, -0.1], [0.0, 0.0, 0.0], [-0.5, 0.2, -0.2], [-0.2, -0.1, 0.0], [0.0, 0.0, 0.2], [-0.2, 0.4, -0.6], [0.3, -0.6, 0.1], [0.5, -0.4, 0.2], [-0.6, 0.6, -0.3], [-0.5, -0.7, -0.1], [0.2, 0.2, 0.6], [-0.2, 0.2, -0.1], [-0.1, 0.2, 0.0], [0.1, 0.0, 0.0], [0.3, 0.2, 0.3], [0.1, 0.0, -0.2], [0.2, -0.3, -0.2], [0.8, -0.4, 0.4], [-1.0, -0.9, 0.1], [0.8, 0.7, -1.1], [-0.6, -0.3, 1.0], [0.3, 0.0, -0.3], [-0.6, 0.8, -0.2], [0.2, 0.1, 0.1], [0.1, 0.0, 0.2], [-0.2, 0.1, -0.1], [0.0, 0.2, 0.0], [0.7, -0.6, -0.4], [-0.3, 0.2, -0.1], [0.0, -0.1, 0.2], [0.0, 0.2, 0.1], [-0.5, 0.1, 0.1], [0.0, 0.2, 0.2], [1.0, 0.3, -1.2], [0.3, 0.0, 0.9], [-0.1, -0.2, 0.3], [-0.8, 0.1, 0.0], [0.0, -0.1, 0.2], [-0.5, 0.0, -0.3], [-0.5, 0.5, 0.6], [0.9, 0.1, -0.8], [-0.1, -0.1, -0.2], [0.7, -0.1, -0.1], [-0.1, 0.1, 0.0], [-0.8, -0.3, 0.6]],
  "lumo_energy_ev": 2.33,
  "spin_multiplicity": 1,
  "charge": -1
}

=====

[4]
{
  "formula": "C19H19ClFN3O7RhS2",
  "method": "ωB97M-V/def2-TZVPD",
  "symbols": ["Rh", "C", "C", "C", "C", "C", "C", "C", "F", "C", "C", "C", "O", "C", "C", "N", "C", "C", "O", "O", "H", "H", "H", "H", "H", "H", "H", "H", "H", "H", "H", "O", "Cl", "O", "O", "O", "S", "C", "C", "N", "C", "C", "N", "C", "S", "H", "H", "H", "H", "H", "H", "H", "H"],
  "coordinates": [[1.10150, -1.79322, 1.11551], [-1.41432, 4.64167, -1.87141], [-2.04449, 4.36648, -0.51170], [-3.55496, 4.51991, -0.58786], [-4.20635, 4.19384, 0.74389], [-3.83252, 2.79837, 1.15824], [-4.67165, 2.02968, 1.92789], [-4.30520, 0.73535, 2.28399], [-5.16005, 0.02243, 3.03933], [-3.12462, 0.18213, 1.88940], [-2.24971, 0.95003, 1.10853], [-0.96850, 0.36095, 0.70625], [-0.80594, -0.86104, 0.94699], [-0.05164, 1.24805, 0.07964], [-0.49079, 2.49966, -0.26064], [-1.70564, 3.00240, -0.01860], [-2.60205, 2.25400, 0.74130], [1.38163, 0.95859, -0.33512], [1.91453, 1.72937, -1.12266], [1.96186, -0.06342, 0.17967], [-1.86391, 5.54317, -2.28684], [-1.60716, 3.81516, -2.55712], [-0.34013, 4.80676, -1.82284], [-1.65579, 5.07908, 0.22278], [-3.94081, 3.85440, -1.36609], [-3.77732, 5.54300, -0.89050], [-5.29098, 4.28012, 0.67837], [-3.87444, 4.90959, 1.50271], [-5.62361, 2.42072, 2.26470], [-2.84981, -0.82608, 2.16338], [0.21080, 3.12565, -0.79145], [-0.81883, -4.08322, -1.02101], [0.59053, -3.90186, -0.95898], [1.27765, -4.71918, -1.91414], [0.92932, -2.48122, -1.18043], [1.09192, -4.20533, 0.38088], [0.60621, -1.36542, 4.36317], [0.82471, -1.58438, 2.86689], [4.13518, -5.24237, 0.46376], [4.18532, -4.00572, -0.28686], [4.39521, -3.98868, -1.73910], [4.16227, -2.50985, -2.10983], [3.82967, -1.91033, -0.82161], [3.78622, -2.81682, 0.14266], [3.29461, -2.41746, 1.75289], [3.75483, -6.02749, -0.18882], [3.45489, -5.12126, 1.30173], [5.12485, -5.52179, 0.82864], [3.66037, -4.64469, -2.20328], [5.39905, -4.33408, -1.98736], [3.34088, -2.38982, -2.81460], [5.05888, -2.04434, -2.51727], [3.35831, -1.01147, -0.68708]],
  "forces_ev_per_angstrom": [[-0.2, 0.7, 0.2], [0.0, 0.0, 0.0], [0.0, 0.0, 0.0], [0.0, 0.0, 0.0], [0.0, 0.0, 0.0], [0.0, 0.0, 0.0], [0.0, 0.0, 0.0], [0.0, 0.0, 0.0], [0.0, 0.0, 0.0], [0.0, 0.0, 0.0], [0.0, 0.0, -0.1], [0.0, 0.1, 0.0], [0.1, -0.4, -0.2], [0.1, 0.0, 0.0], [0.0, 0.0, 0.0], [0.0, 0.0, 0.0], [0.0, 0.0, 0.0], [0.0, -0.1, -0.1], [0.0, 0.0, 0.0], [0.0, 0.2, -0.1], [0.0, 0.0, 0.0], [0.0, 0.0, 0.0], [0.0, 0.0, 0.0], [0.0, 0.0, 0.0], [0.0, 0.0, 0.0], [0.0, 0.0, 0.0], [0.0, 0.0, 0.0], [0.0, 0.0, 0.0], [0.0, 0.0, 0.0], [0.0, 0.0, 0.0], [0.0, 0.0, 0.0], [0.1, 0.0, -0.1], [0.0, -0.3, 0.2], [0.0, 0.2, -0.1], [0.1, 0.1, 0.2], [-0.3, -0.1, 0.0], [-0.1, 0.0, 0.0], [0.4, -0.1, 0.1], [0.0, 0.0, 0.0], [-0.1, 0.0, 0.0], [0.0, 0.0, 0.0], [0.0, 0.0, 0.0], [0.0, 0.0, 0.0], [0.2, 0.2, -0.1], [0.0, -0.4, -0.1], [0.0, 0.0, 0.0], [0.0, 0.0, 0.0], [0.0, 0.0, 0.0], [0.0, 0.0, 0.0], [0.0, 0.0, 0.0], [0.0, 0.0, 0.0], [0.0, 0.0, 0.0], [0.0, 0.0, 0.0]],
  "lumo_energy_ev": [-0.42, -0.42],
  "e_above_lowest_kj_mol": 279.0,
  "spin_multiplicity": 2,
  "charge": 0,
  "s2": 0.756
}

=====

[5]
{
  "formula": "C6H16NO",
  "method": "ωB97M-V/def2-TZVPD",
  "symbols": ["C", "O", "C", "C", "H", "H", "H", "H", "H", "H", "C", "C", "N", "C", "H", "H", "H", "H", "H", "H", "H", "H", "H", "H"],
  "coordinates": [[0.69513, -2.19780, 0.39496], [0.35646, -1.40950, 1.54417], [1.86260, -1.65065, -0.36427], [2.91902, -2.38145, -0.68109], [-0.19852, -2.23337, -0.23172], [0.90501, -3.23441, 0.67328], [1.20793, -1.15393, 1.92117], [1.77439, -0.64120, -0.75300], [3.72721, -1.97229, -1.26122], [2.99127, -3.42821, -0.41218], [-0.09411, 2.94639, -0.60815], [-0.36851, 1.53694, -0.09802], [-1.83203, 1.36683, 0.18613], [-2.30165, -0.04586, 0.34343], [-0.56318, 3.68162, 0.04531], [0.98234, 3.09030, -0.63465], [-0.49030, 3.07064, -1.61484], [-0.10174, 0.76973, -0.82206], [0.17159, 1.34155, 0.82315], [-2.35539, 1.79582, -0.57632], [-2.07172, 1.88478, 1.03088], [-2.19165, -0.54801, -0.61768], [-3.34777, -0.03367, 0.63176], [-1.67640, -0.55425, 1.08095]],
  "forces_ev_per_angstrom": [[-0.1, -0.3, -0.1], [0.4, 0.2, -0.3], [-0.3, -0.2, -0.2], [0.0, 0.0, 0.0], [-0.1, 0.1, 0.0], [0.0, 0.1, 0.2], [-0.2, 0.0, 0.3], [0.1, 0.1, 0.2], [0.2, 0.1, -0.1], [0.0, 0.0, 0.2], [-0.3, -0.6, 0.0], [0.2, 0.3, -0.1], [-0.1, -0.2, 0.0], [0.2, -0.3, -0.1], [0.2, 0.1, 0.0], [0.0, 0.2, 0.0], [0.0, 0.1, -0.1], [0.0, 0.0, 0.0], [-0.1, -0.2, 0.1], [-0.1, 0.1, 0.0], [0.0, 0.1, 0.0], [0.0, 0.1, 0.1], [0.0, 0.0, 0.1], [-0.1, 0.2, 0.0]],
  "lumo_energy_ev": -3.24,
  "e_above_lowest_kj_mol": 150.0,
  "spin_multiplicity": 1,
  "charge": 1
}

=====

[6]
{
  "formula": "CHClO",
  "method": "ωB97M-V/def2-TZVPD",
  "symbols": ["C", "O", "Cl", "H"],
  "coordinates": [[3.63093, 0.79035, 0.06114], [2.80141, 0.01196, 0.09074], [-1.25983, 1.00942, -0.07827], [-0.24918, 1.84675, -0.12784]],
  "forces_ev_per_angstrom": [[-1.2, -1.1, 0.0], [1.2, 1.1, 0.0], [0.8, 0.6, 0.0], [-0.8, -0.6, 0.0]],
  "lumo_energy_ev": 0.80,
  "e_above_lowest_kj_mol": 2.3,
  "spin_multiplicity": 1,
  "charge": 0
}

=====

Short version: maximum force = 4.307 0.679 2.904 0.738 0.617 1.644 eV Å⁻¹, in the order given.